No. 1
{
  "formula": "C19H55Ag2N8O7",
  "method": "ωB97M-V with the def2-TZVPD basis set",
  "symbols": ["O", "C", "C", "N", "C", "H", "C", "C", "C", "H", "C", "H", "H", "Ag", "N", "H", "H", "H", "O", "H", "H", "H", "H", "H", "C", "C", "H", "O", "H", "H", "H", "H", "H", "H", "H", "C", "H", "H", "H", "C", "H", "H", "O", "N", "H", "H", "C", "H", "H", "N", "H", "H", "H", "C", "H", "H", "C", "O", "C", "H", "H", "H", "H", "H", "C", "H", "H", "N", "H", "H", "H", "H", "N", "C", "C", "H", "N", "N", "H", "C", "H", "O", "O", "H", "H", "H", "Ag", "H", "H", "H", "H"],
  "positions_angstrom": [[-2.38657, 5.25705, 2.67041], [-0.41264, -2.93804, 3.00038], [-2.15039, 4.00318, 2.09868], [3.97305, 0.86367, -4.18533], [1.51407, 1.25872, -3.59212], [-0.75649, -0.37148, -0.94679], [2.66244, 1.45469, -4.54717], [-1.80524, -1.49644, 1.80880], [0.07884, 4.80275, 1.36941], [-3.57249, -2.33958, -0.65700], [-1.40159, -3.33558, -2.26832], [-4.46205, 4.86199, 2.82866], [1.74524, 0.07181, -6.03430], [4.38495, -2.01468, 0.91012], [-0.46186, 2.39394, 1.51333], [4.05871, -0.06927, 2.29176], [-3.74626, -2.66893, 3.48202], [-0.94864, -0.81383, 1.69651], [5.40892, 0.65004, 5.00486], [-3.37266, -4.17045, -0.45550], [4.65141, 1.23542, -4.84469], [-0.33897, 5.01319, 0.38562], [4.04427, -0.13111, -4.39907], [-2.47709, 3.89552, 1.05039], [2.24479, 1.03808, -5.95939], [-4.03261, -1.77464, 2.91819], [-0.65051, -0.74576, -2.60402], [3.42141, 0.06661, 0.45243], [0.08172, 5.71544, 1.97050], [0.92828, -4.28496, 1.27865], [0.51040, 2.14830, 1.38517], [5.02589, 2.83866, 3.65017], [1.31356, -2.77795, -1.81189], [-2.25239, 0.95839, 2.09864], [-4.84040, -1.36085, 3.52036], [-2.91520, -3.37856, -2.42892], [0.50102, 3.40464, -2.44121], [-1.01291, -4.27606, -1.86505], [1.64597, 1.81360, -6.44246], [-0.65332, 3.70663, 2.15304], [-0.63304, -2.68823, 4.04522], [-0.32930, 3.70445, 3.19254], [-0.95383, -2.35400, -1.32143], [1.00312, -4.00115, 0.32272], [-4.27654, -4.56756, -3.34231], [0.17612, -3.67378, -0.15265], [-1.21250, -1.02954, -1.68790], [-4.72120, -3.45046, -1.18437], [-0.12650, 2.09598, -1.50798], [-3.08417, 0.43176, 2.35012], [1.21088, 3.00046, -0.82653], [1.14028, 4.54350, 1.28730], [4.38673, -1.08492, 3.70291], [-3.74342, 5.63943, 2.56942], [1.24883, 0.19850, -3.47732], [3.11515, 0.99471, -6.62068], [-3.63167, -3.33272, -1.10351], [1.79131, 1.73670, -2.28245], [2.17852, -4.02888, -0.37600], [0.41678, -2.26849, 2.71733], [-0.89079, 2.46527, 0.59540], [-2.67273, 3.20273, 2.64249], [-4.34243, -2.07997, 1.91955], [2.87298, 2.52664, -4.59906], [-2.78016, -0.91110, 2.83497], [-3.95210, 6.10018, 1.59601], [4.69453, 1.93729, 2.22185], [4.65587, -0.34030, 3.07500], [1.70223, -1.18004, 0.44718], [1.45721, 0.43724, -0.12965], [1.69614, 0.17359, 1.60848], [-3.57732, 0.95268, 3.06477], [-3.28472, -4.60530, -3.13536], [0.81457, 2.60831, -1.76055], [5.00931, 0.76858, 3.87120], [3.04295, -3.04792, -1.92385], [5.01086, 1.95509, 3.17693], [2.15422, -3.23223, -1.49926], [-2.81746, -4.66281, -4.03523], [2.02748, -0.14297, 0.61105], [-2.23718, -0.74594, -1.93243], [3.11715, -4.76317, -0.08964], [-1.43594, -2.82880, 2.06142], [-0.86514, -3.19280, -3.21743], [-2.34115, -1.47097, 0.85866], [-3.13397, -2.47698, -3.02337], [4.13024, 0.86162, -1.67825], [-0.00552, -3.95039, 3.03024], [-3.88099, 6.48252, 3.25202], [-2.30626, -0.95071, 3.82817], [0.63794, 1.74078, -4.03059]],
  "e_above_lowest_kj_mol": 20.5,
  "lumo_energy_ev": -3.9775,
  "homo_ev": -11.00,
  "gap_ev": 7.023,
  "charge": 1,
  "energy_ev": -54838.9088,
  "largest_force_ev_per_a": 1.9
}



No. 2
{
  "formula": "C27H43ClIIrN9O2",
  "method": "ωB97M-V with the def2-TZVPD basis set",
  "symbols": ["H", "Ir", "N", "H", "H", "H", "H", "O", "H", "H", "H", "H", "H", "H", "C", "C", "C", "C", "H", "N", "H", "H", "C", "C", "C", "H", "H", "N", "C", "H", "H", "C", "H", "N", "C", "H", "I", "H", "H", "N", "C", "C", "C", "C", "N", "C", "H", "H", "C", "C", "C", "C", "C", "H", "N", "N", "C", "H", "H", "H", "N", "H", "H", "H", "H", "H", "O", "H", "Cl", "C", "C", "H", "H", "C", "C", "H", "H", "C", "C", "H", "H", "H", "H", "H"],
  "positions_angstrom": [[1.34682, -0.19890, 0.81976], [1.56447, -1.23515, -2.45435], [3.96229, 2.58466, -2.34896], [3.99362, -0.55456, -4.45718], [-4.64749, 1.64444, 3.07597], [-4.74155, 2.17766, 5.01978], [-4.34022, -2.19050, 0.26913], [0.34523, -0.73594, -4.31667], [2.84336, 0.78475, -4.69548], [-0.62858, 0.52670, 7.25427], [-2.49000, 2.56741, 0.34538], [-6.25329, -0.44279, 1.30482], [4.13179, -0.15129, -0.79086], [4.53095, -4.86486, 0.45691], [0.13917, -1.38555, -5.36472], [2.54310, -4.17311, 1.03772], [-4.00385, -1.16490, 0.11318], [-3.04337, -0.96135, 2.44451], [2.03575, -3.84081, 1.94878], [0.22986, -0.07689, -1.02978], [2.55182, 1.64280, -1.15176], [-1.72954, 1.44195, 2.83697], [2.85069, 1.69307, -2.20042], [4.42592, -0.11850, -1.84158], [4.03756, -4.42982, 1.32283], [4.11483, -5.13105, 2.14959], [-2.02802, -0.64909, 2.22859], [4.77394, 1.34341, -4.19468], [-1.00217, 0.39011, -1.21372], [3.55959, 3.05617, -4.36756], [4.74201, -1.11452, -2.15758], [-5.47301, -0.63733, 2.03816], [6.75115, 1.57317, -3.52213], [2.21926, -2.32819, -0.73583], [-3.81827, 1.97872, 2.45770], [-5.56020, -1.68066, 2.34172], [2.29050, -3.24201, -4.25628], [5.93213, 2.84250, -1.66696], [-5.66762, -0.04511, 2.93175], [5.49672, 0.81375, -2.01301], [3.68217, 0.42638, -4.09536], [-2.73167, 1.00461, 7.47306], [5.92035, 0.87826, -3.41284], [0.44592, 0.08502, 0.30655], [-1.49850, 0.80474, -0.05273], [-2.64624, 1.65236, 4.73889], [4.83645, 2.10711, -0.48860], [-3.28844, -0.67850, 3.46856], [-3.89614, 1.47210, 6.80904], [-4.07365, -0.42183, 1.45350], [-1.48571, 1.19911, 5.42341], [0.73545, -2.74866, -5.64568], [2.35048, -3.17413, 0.03023], [2.06716, -5.10154, 0.70758], [-0.62976, -0.91598, -6.32405], [3.23103, 0.30787, -2.65878], [-2.52966, 2.01871, 3.29597], [4.55142, -3.51187, 1.59906], [-4.05361, 2.99396, 2.13070], [-1.08501, -0.01811, -6.21796], [-0.57931, 0.61835, 0.91213], [6.24398, -0.10639, -3.75397], [-0.55605, 1.11295, 4.87757], [-5.79844, 1.63600, 0.95673], [-2.99484, -1.20733, -0.29630], [-0.01950, -3.53162, -5.56054], [-5.00291, 1.58144, 0.41544], [-4.81569, 1.57439, 7.36971], [-2.79270, 0.62983, 9.10368], [5.10605, 2.14354, -1.54547], [-2.75297, 1.53039, 0.12153], [1.18531, -2.79407, -6.63674], [-3.24664, 1.51624, -0.84976], [-3.88579, 1.13988, 1.14186], [-1.51747, 0.87725, 6.74827], [5.21775, 3.36736, -3.83457], [-0.81649, -1.41846, -7.18085], [-3.84447, 1.78975, 5.48099], [4.37763, 2.68002, -3.75157], [-2.15144, 3.05274, 3.29685], [-4.67600, -0.70832, -0.61197], [-1.51760, 0.43350, -2.15786], [-3.06151, -2.05145, 2.39972], [2.01174, 2.04603, -2.80345]],
  "s2": 0.767,
  "e_above_lowest_kj_mol": 0.0,
  "multiplicity": 2,
  "lumo_energy_ev": [-13.3448, -13.3435],
  "homo_ev": [-18.37, -18.46],
  "gap_ev": [5.021, 5.112],
  "charge": 4,
  "energy_ev": -69624.4656,
  "largest_force_ev_per_a": 2.2
}



No. 3
{
  "formula": "C5H10NO2P",
  "method": "ωB97M-V with the def2-TZVPD basis set",
  "symbols": ["H", "H", "O", "C", "C", "H", "N", "C", "H", "H", "O", "H", "P", "H", "H", "C", "H", "C", "H"],
  "positions_angstrom": [[-2.14004, 1.01417, -1.96906], [-0.32160, -0.77309, -1.54886], [0.45523, -0.11539, 2.41754], [1.39251, -0.09972, 0.05989], [1.88746, 1.38651, -0.11881], [0.10249, -0.95900, 2.46505], [1.71899, 1.46766, 1.33173], [-1.26868, -0.63324, -0.94635], [1.17685, 1.86244, -0.75015], [-0.14818, -2.29613, 0.42580], [3.17835, 1.46499, -0.58747], [3.72065, 1.13055, 0.15516], [-1.36630, -1.70630, 0.54921], [-2.04403, -2.80755, -0.17822], [-3.02529, 0.52404, -0.47106], [1.09714, 0.25126, 1.33097], [1.71005, -1.01120, -0.36103], [-2.11331, 0.31944, -1.17510], [1.43596, 2.27094, 1.75222]],
  "e_above_lowest_kj_mol": 447.2,
  "lumo_energy_ev": 0.8151,
  "homo_ev": -7.91,
  "gap_ev": 8.728,
  "energy_ev": -20216.6499,
  "largest_force_ev_per_a": 4.3
}